No. 1
24
Properties=species:S:1:pos:R:3:mulliken_charge:R:1 method="wB97M-V/def2-TZVPD" charge=+1 s_squared=0.7666 gap_ev="10.15 / 7.09" lumo_ev="-4.0 / -7.6" homo_energy_ev="-14.14 / -14.71" multiplicity=2
C -2.272 2.224 0.281 -0.804
C -2.512 0.745 -0.037 -0.679
H -3.083 2.930 0.120 0.370
H -2.167 2.386 1.368 0.205
H -1.365 2.545 -0.216 0.224
H -1.646 0.197 -0.373 0.119
H -3.372 0.657 -0.695 0.384
H -2.845 0.210 0.862 0.248
C -0.011 0.201 2.582 -1.477
C 0.935 -1.836 -0.445 -0.665
C 0.410 -1.541 0.821 -0.467
C 1.203 -0.816 -1.323 0.728
C 0.235 -0.163 1.164 0.922
C 0.949 0.563 -1.024 -0.152
C 0.651 0.854 0.259 -0.857
O 1.713 -0.955 -2.545 -0.407
H 1.052 -2.893 -0.647 0.356
H -0.025 -2.309 1.438 0.453
H 1.597 -1.837 -2.907 0.359
H 0.989 1.289 -1.821 0.457
H -1.034 0.507 2.832 0.291
H 0.705 0.955 2.899 0.372
H 0.459 1.893 0.491 0.581
H 0.179 -0.601 3.302 0.438

***

No. 2
25
Properties=species:S:1:pos:R:3:mulliken_charge:R:1 method="wB97M-V/def2-TZVPD" smiles=Cc1ccc(O)cc1.CCO gap_ev=9.14 lumo_ev=0.7 homo_energy_ev=-8.42
C 1.956 -0.519 -0.562 0.436
C 2.757 0.512 -1.426 -1.071
O 2.100 -1.880 -1.016 -0.601
H 2.033 -0.495 0.452 0.415
H 0.920 -0.319 -0.647 -0.415
H 3.436 1.098 -0.785 0.263
H 1.806 -2.089 -1.950 0.317
H 2.042 1.036 -1.997 0.369
H 3.408 -0.053 -2.125 0.304
C -0.367 0.424 2.916 -1.386
C -1.149 1.252 -0.707 -0.914
C -1.770 0.141 -1.105 0.978
C -0.849 1.398 0.669 -0.431
C -1.080 0.332 1.572 0.708
C -1.929 -1.038 -0.290 -0.631
C -1.500 -0.960 1.064 -0.594
O -2.362 0.030 -2.317 -0.561
H -1.085 2.084 -1.416 0.416
H -0.565 2.296 1.039 0.612
H -2.407 -1.959 -0.742 0.213
H -3.009 -0.707 -2.411 0.333
H -0.907 1.066 3.703 0.339
H 0.666 0.778 2.905 0.295
H -1.688 -1.873 1.752 0.228
H -0.457 -0.557 3.426 0.377

***

No. 3
27
Properties=species:S:1:pos:R:3:mulliken_charge:R:1 method="wB97M-V/def2-TZVPD" gap_ev="7.73 / 7.73" lumo_ev="-0.1 / -0.1" homo_energy_ev="-7.82 / -7.82"
C 1.361 -2.746 -0.041 -0.987
C -2.412 -1.240 1.668 -0.892
C 1.001 -1.493 -0.211 0.194
C -2.862 -0.461 0.733 0.116
C 1.989 2.101 -1.442 -0.800
C 0.976 0.918 -1.049 -0.096
C 0.100 1.370 -0.008 -0.313
C 1.848 -0.363 -0.674 -0.761
C -2.546 0.996 0.844 -0.855
O -1.873 1.298 -1.880 -0.601
O 0.998 3.022 0.565 -0.416
S 2.420 2.735 0.207 0.057
S -1.605 1.901 -0.541 0.425
H 0.652 -3.490 0.366 0.261
H 2.342 -3.021 -0.275 0.329
H -2.642 -2.275 1.718 0.335
H -1.457 -0.948 2.143 0.220
H -0.140 -1.309 -0.070 0.038
H -3.740 -0.753 0.122 0.304
H 2.845 1.944 -2.079 0.478
H 1.208 2.902 -1.896 0.252
H 0.270 0.740 -1.897 0.588
H 0.197 0.828 0.942 0.463
H 2.564 -0.094 0.101 0.313
H 2.311 -0.649 -1.611 0.433
H -3.384 1.708 0.848 0.493
H -2.063 1.101 1.796 0.424

***

No. 4
28
Properties=species:S:1:pos:R:3:mulliken_charge:R:1 method="wB97M-V/def2-TZVPD" smiles=O[C@H]1[C@@H]2CCO[C@@H]3OC[C@@](O)([C@@H]32)[C@@H]1O gap_ev=10.08 lumo_ev=0.3 homo_energy_ev=-9.74
O -0.003 0.839 2.743 -0.654
O 1.392 -2.413 -0.352 -0.550
O -2.090 1.115 -1.450 -0.448
O -0.032 2.023 -0.581 -0.428
O 2.644 -0.125 1.345 -0.534
C -1.525 0.121 -2.336 -0.528
C 0.729 1.962 0.665 -1.105
C -1.379 -1.172 -1.547 -0.862
C 0.286 0.650 1.341 1.736
C -0.953 0.260 0.528 -0.647
C 0.957 -1.045 -0.198 -0.016
C -1.295 1.470 -0.323 -0.033
C 1.260 -0.503 1.215 -0.547
C -0.569 -1.051 -0.227 -0.177
H 0.820 0.878 3.241 0.394
H 2.361 -2.440 -0.441 0.360
H 3.195 -0.932 1.242 0.391
H -0.535 0.432 -2.716 0.284
H -2.185 -0.041 -3.187 0.386
H 0.516 2.817 1.280 0.400
H 1.805 1.941 0.410 0.303
H -0.848 -1.954 -2.156 0.318
H -2.405 -1.581 -1.303 0.363
H -1.796 0.060 1.189 0.340
H 1.400 -0.381 -0.957 0.175
H -1.831 2.222 0.259 0.437
H 0.981 -1.275 1.916 0.186
H -0.901 -1.873 0.400 0.456

***

No. 5
25
Properties=species:S:1:pos:R:3:mulliken_charge:R:1 method="wB97M-V/def2-TZVPD" charge=-1 s_squared=0.7610 gap_ev="2.16 / 6.07" lumo_ev="2.8 / 2.8" homo_energy_ev="0.64 / -3.31" multiplicity=2
C -3.640 -0.209 0.093 -0.488
C -2.442 -0.042 1.039 -0.774
S -3.326 -1.309 -1.290 -0.225
H -4.494 -0.423 0.735 0.389
H -3.877 0.748 -0.377 0.250
H -2.336 0.950 1.484 0.300
H -3.787 -2.453 -0.772 0.085
H -1.530 -0.303 0.505 0.071
H -2.525 -0.661 1.935 0.325
C 0.087 0.640 -2.162 -0.945
C 1.486 1.632 -0.314 -0.552
C 1.024 0.482 -0.968 0.623
C 2.442 1.583 0.765 -0.747
C 1.470 -0.731 -0.451 -0.688
C 2.735 0.347 1.293 0.494
C 2.016 -0.787 0.884 -0.709
O 3.597 0.264 2.384 -0.520
H 1.171 2.600 -0.662 0.258
H 2.778 2.529 1.131 0.353
H -0.289 1.660 -2.068 0.308
H -0.779 0.045 -1.875 -0.054
H 1.092 -1.650 -0.903 0.303
H 1.944 -1.743 1.386 0.310
H 3.534 -0.590 2.722 0.268
H 0.582 0.393 -3.094 0.363

***

No. 6
25
Properties=species:S:1:pos:R:3:mulliken_charge:R:1 method="wB97M-V/def2-TZVPD" smiles=Cc1ccc(O)cc1.CCS gap_ev=9.33 lumo_ev=0.7 homo_energy_ev=-8.59
C 1.523 1.239 -1.985 -1.562
C 1.265 0.153 -0.916 0.762
C 1.600 0.268 0.407 -0.678
C 0.714 -1.115 -1.295 -0.442
C 1.492 -0.737 1.346 -0.311
C 0.379 -2.104 -0.324 -0.447
C 0.853 -1.979 0.973 0.472
O 0.542 -2.856 1.969 -0.526
H 0.875 2.116 -1.848 0.285
H 1.503 0.827 -2.993 0.350
H 2.081 1.194 0.726 0.351
H 0.385 -1.233 -2.427 0.178
H 1.886 -0.603 2.351 0.311
H -0.230 -2.931 -0.638 0.451
H 1.125 -2.837 2.697 0.300
H 2.488 1.608 -1.855 0.489
C -1.855 0.687 0.854 -0.190
C -2.206 0.826 -0.701 -0.885
S -2.896 1.610 2.075 -0.267
H -1.891 -0.282 1.156 0.394
H -0.845 0.999 1.028 0.016
H -2.121 1.892 -0.972 0.287
H -1.957 2.334 2.770 0.120
H -3.209 0.517 -0.994 0.362
H -1.498 0.406 -1.404 0.180

***

Strongest force on any atom? In order: 3.5 5.2 5.4 2.2 2.6 3.1 eV Å⁻¹.
Total energy? In order: -426.244992 -501.742477 -1297.965438 -727.513888 -824.682973 -824.717419 Eh.